C31H38AlSb as an isolated structure at a distorted geometry. Source: the Open Molecules 2025 dataset; level of theory: ωB97M-V/def2-TZVPD.

XYZ file:
```
71
C31H38AlSb (ωB97M-V/def2-TZVPD)
C 1.767 2.338 -2.141
H 2.585 2.990 -1.810
H 2.095 1.835 -3.059
H 1.617 1.571 -1.373
C 0.489 3.146 -2.386
H -0.320 2.467 -2.686
H 0.166 3.613 -1.446
C 0.672 4.227 -3.456
H -0.252 4.793 -3.617
H 1.455 4.936 -3.166
H 0.965 3.782 -4.415
C -0.874 -2.228 -1.411
C -1.577 -1.501 -2.456
C -0.614 -1.148 -3.399
C 0.653 -1.770 -3.038
C 0.476 -2.510 -1.870
C 1.445 -3.434 -1.213
C 1.890 -1.685 -3.869
C -0.826 -0.351 -4.644
C -3.043 -1.229 -2.493
C -1.542 -2.926 -0.272
Al 0.024 -0.344 -1.321
H 2.776 -1.978 -3.307
H 1.823 -2.339 -4.742
H 2.062 -0.676 -4.243
H 2.476 -3.181 -1.456
H 1.356 -3.410 -0.128
H 1.278 -4.467 -1.530
H -2.382 -2.353 0.117
H -1.926 -3.898 -0.592
H -0.854 -3.100 0.555
H -3.277 -0.354 -3.098
H -3.589 -2.076 -2.918
H -3.447 -1.049 -1.499
H -0.003 0.339 -4.832
H -0.900 -1.001 -5.519
H -1.739 0.239 -4.596
C -0.431 4.491 3.624
C 0.582 4.243 2.695
C 0.660 2.999 2.062
C -0.276 2.000 2.355
C -1.289 2.250 3.289
C -1.366 3.495 3.923
Sb -0.118 0.142 1.295
C 1.881 -0.347 1.914
C 2.871 -0.712 0.991
C 4.156 -1.038 1.433
C 4.458 -1.001 2.797
C 3.474 -0.636 3.720
C 2.188 -0.310 3.279
C -1.816 -0.823 2.166
C -1.607 -1.852 3.091
C -2.697 -2.502 3.676
C -4.000 -2.122 3.338
C -4.211 -1.091 2.415
C -3.119 -0.440 1.829
H -0.495 5.456 4.111
H 1.304 5.015 2.461
H 1.441 2.815 1.336
H -2.023 1.495 3.526
H -2.152 3.689 4.640
H 2.657 -0.749 -0.065
H 4.917 -1.322 0.717
H 5.453 -1.256 3.138
H 3.707 -0.610 4.776
H 1.428 -0.033 3.999
H -0.599 -2.149 3.354
H -2.533 -3.300 4.389
H -4.843 -2.626 3.790
H -5.219 -0.798 2.155
H -3.284 0.356 1.115
```

The spin multiplicity is 1. As for the net charge: +2.

***

C31H38AsCuN2P2S4 as an isolated structure. Source: the Open Molecules 2025 dataset; level of theory: ωB97M-V/def2-TZVPD.

XYZ file:
```
79
C31H38AsCuN2P2S4 (ωB97M-V/def2-TZVPD)
Cu -0.307 2.269 -0.702
C 2.036 -1.314 2.104
C 2.598 -0.125 1.312
P 3.360 -0.574 -0.329
C 4.895 0.454 -0.273
C 5.791 0.244 0.782
C 7.007 0.904 0.841
C 7.370 1.785 -0.170
C 6.506 1.988 -1.234
C 5.283 1.328 -1.286
C 2.361 0.345 -1.553
C 2.033 1.706 -1.423
C 1.285 2.345 -2.413
C 0.819 1.612 -3.509
C 1.139 0.276 -3.639
C 1.918 -0.349 -2.667
C 0.635 -1.760 1.670
P 0.579 -2.411 -0.041
C -1.304 -2.531 -0.365
C -1.872 -3.488 0.627
C -2.385 -3.260 1.847
C -2.671 -1.986 2.501
C -2.902 -0.839 1.852
C -2.989 -0.776 0.353
C 1.049 -4.179 0.156
C 1.278 -4.916 -1.009
C 1.640 -6.253 -0.954
C 1.806 -6.881 0.274
C 1.606 -6.157 1.440
C 1.229 -4.821 1.379
H 1.971 -1.015 3.154
H 2.740 -2.155 2.056
H 3.382 0.356 1.900
H 1.817 0.627 1.159
H 5.527 -0.455 1.569
H 7.676 0.732 1.676
H 8.318 2.309 -0.126
H 6.774 2.675 -2.028
H 4.617 1.507 -2.119
H 2.391 2.283 -0.578
H 1.064 3.403 -2.328
H 0.180 2.101 -4.233
H 0.766 -0.295 -4.482
H 2.152 -1.404 -2.755
H -0.021 -0.880 1.672
H 0.202 -2.460 2.389
H -1.678 -4.524 0.375
H -2.573 -4.149 2.447
H -2.665 -1.993 3.588
H -3.058 0.084 2.398
H -3.816 -1.414 0.032
H 1.149 -4.425 -1.965
H 1.800 -6.806 -1.872
H 2.098 -7.924 0.321
H 1.739 -6.634 2.405
H 1.066 -4.278 2.301
S -0.448 4.811 -0.492
As -2.487 4.010 -0.285
S -0.601 1.557 1.464
S -2.441 2.372 -1.777
S -2.289 2.766 1.706
C -2.075 -3.673 -3.902
C -2.421 -3.732 -2.411
C -2.569 -5.208 -2.022
C -3.750 -3.008 -2.183
N -1.260 -3.119 -1.736
N -1.783 -1.177 -0.367
H -2.857 -4.148 -4.498
H -1.128 -4.186 -4.087
H -1.977 -2.636 -4.231
H -3.232 -5.709 -2.734
H -3.001 -5.330 -1.030
H -1.593 -5.698 -2.040
H -4.533 -3.439 -2.815
H -3.656 -1.945 -2.408
H -4.064 -3.110 -1.144
H -0.977 -2.321 -2.299
H -1.075 -0.463 -0.202
H -3.201 0.244 0.029
```

The spin multiplicity is 1. The calculation puts the energy relative to the best compared isomer or geometry (same formula, charge and spin) at 100.90 kJ/mol. As for the net charge: -2.

***

Number 1: frontier orbital gap 0.248 hartree. Number 2: frontier orbital gap 0.169 hartree.